# 1
The following is a quantum chemistry calculation of an isolated molecule of C4H8N6O2 in a non-equilibrium geometry, from the OMol25 dataset.

frontier orbital gap	7.5442	eV
ΔE to the lowest compared entry with this formula, charge and spin	309.7	kJ/mol
E	-636.0175	Ha
maximum force	4.6	eV/A

Last column: Löwdin charge in e.
Atoms and positions in Å:
C: -1.600 0.607 -0.145  -0.240
C: -0.665 -0.414 -0.086  -0.236
C: -1.439 2.068 0.490  -0.055
C: 0.819 -0.561 0.257  -0.279
N: 1.675 0.290 -0.315  0.122
N: -2.875 0.557 -0.911  0.065
N: -1.019 -1.718 -0.465  0.037
N: -0.189 2.441 0.493  0.066
N: 1.107 -1.680 0.878  0.195
N: 3.026 0.213 -0.204  -0.476
O: 3.620 0.873 -0.973  0.112
O: 3.502 -0.497 0.668  0.030
H: -3.441 1.284 -0.481  0.054
H: -3.342 -0.316 -0.961  0.036
H: -0.320 -2.405 -0.763  0.090
H: -1.964 -1.850 -1.032  0.141
H: -0.014 3.360 0.906  0.105
H: 0.515 1.817 0.192  0.030
H: 2.088 -1.828 1.057  0.103
H: 0.516 -2.241 1.393  0.101

=====

# 2
The following is a quantum chemistry calculation of an isolated molecule of C9H8N2O2 in a non-equilibrium geometry, from the OMol25 dataset.

frontier orbital gap (alpha / beta)	7.1543 / 7.1551	eV
ΔE to the lowest compared entry with this formula, charge and spin	380.0	kJ/mol
E	-607.6451	Ha
structure (SMILES)	Nc1cc2ccccc2n1C(=O)O
maximum force	7.7	eV/A

Last column: Löwdin charge in e.
Atoms and positions in Å:
N: -2.546 -1.891 -0.188  0.126
C: -1.384 -1.209 -0.201  -0.160
C: 0.331 -1.903 -0.094  0.088
C: 1.105 -0.766 -0.096  -0.281
C: 2.482 -0.546 0.017  -0.050
C: 2.952 0.736 0.110  -0.149
C: 2.150 1.809 0.132  -0.150
C: 0.818 1.673 -0.093  -0.030
C: 0.253 0.386 -0.117  -0.134
N: -1.146 0.127 -0.161  0.047
C: -2.090 1.127 0.031  -0.502
O: -2.165 2.164 -0.517  0.196
O: -3.006 0.605 0.925  0.106
H: -2.493 -2.940 -0.122  0.156
H: -3.311 -1.364 -0.502  0.091
H: 0.499 -2.884 -0.458  0.041
H: 3.255 -1.430 0.012  0.147
H: 3.983 1.007 0.105  0.097
H: 2.607 2.891 0.081  0.144
H: 0.278 2.607 -0.137  0.106
H: -2.572 -0.199 1.273  0.110

=====

# 3
The following is a quantum chemistry calculation of a structure of composition C38H41BrIN2NiOP3, from the OMol25 dataset.

frontier orbital gap (alpha / beta)	9.1601 / 7.8404	eV
2S+1	3
ΔE to the lowest compared entry with this formula, charge and spin	0.0	kJ/mol
E	-7061.1375	Ha
maximum force	0.5	eV/A
net charge	+2

Last column: Löwdin charge in e.
Atoms and positions in Å:
Ni: -0.155 -1.050 0.738  0.208
C: 0.462 0.856 3.792  -0.206
P: -0.006 -0.771 3.127  0.907
C: -1.396 -1.262 4.185  -0.236
C: 1.362 -1.883 3.547  -0.368
C: 1.457 -2.545 4.766  -0.062
C: 2.531 -3.382 5.033  -0.043
C: 3.525 -3.555 4.082  -0.044
C: 3.443 -2.897 2.862  -0.072
C: 2.364 -2.064 2.580  -0.373
P: 2.188 -1.217 0.976  0.890
C: 2.892 0.459 1.191  -0.223
C: 3.433 -1.981 -0.101  -0.259
H: 0.394 0.847 4.880  0.062
H: -0.200 1.621 3.388  0.034
H: 1.484 1.103 3.514  0.041
H: -1.646 -2.310 4.029  0.044
H: -2.264 -0.651 3.939  0.057
H: -1.154 -1.098 5.236  0.054
H: 0.690 -2.415 5.520  0.107
H: 2.593 -3.895 5.984  0.120
H: 4.367 -4.202 4.288  0.120
H: 4.230 -3.048 2.134  0.102
H: 3.605 0.467 2.015  0.067
H: 2.110 1.198 1.367  0.020
H: 3.425 0.735 0.280  0.051
H: 4.431 -1.803 0.302  0.063
H: 3.369 -1.506 -1.079  0.015
H: 3.281 -3.053 -0.216  0.042
O: -0.526 0.862 0.503  -0.461
P: -0.759 2.096 -0.366  0.828
C: 0.041 3.512 0.375  -0.286
C: -0.435 3.959 1.612  -0.087
C: 0.166 5.036 2.238  -0.056
C: 1.241 5.680 1.630  -0.050
C: 1.706 5.252 0.397  -0.054
C: 1.106 4.170 -0.236  -0.059
C: -2.501 2.474 -0.459  -0.294
C: -3.445 1.493 -0.167  -0.082
C: -4.798 1.788 -0.247  -0.058
C: -5.208 3.060 -0.620  -0.050
C: -4.270 4.044 -0.906  -0.049
C: -2.918 3.756 -0.820  -0.077
C: -0.097 1.896 -2.017  -0.313
C: -0.770 2.364 -3.143  -0.054
C: -0.172 2.275 -4.394  -0.054
C: 1.086 1.710 -4.526  -0.054
C: 1.752 1.216 -3.410  -0.065
C: 1.164 1.309 -2.160  -0.102
H: -1.293 3.480 2.072  0.113
H: -0.208 5.389 3.190  0.115
H: 1.705 6.527 2.117  0.117
H: 2.529 5.766 -0.082  0.116
H: 1.465 3.850 -1.206  0.106
H: -3.120 0.503 0.127  0.070
H: -5.534 1.028 -0.016  0.113
H: -6.264 3.290 -0.681  0.117
H: -4.594 5.038 -1.186  0.117
H: -2.190 4.535 -1.019  0.121
H: -1.750 2.814 -3.050  0.108
H: -0.691 2.658 -5.264  0.120
H: 1.552 1.652 -5.502  0.119
H: 2.735 0.775 -3.517  0.114
H: 1.693 0.951 -1.285  0.081
C: 0.685 -4.571 0.269  0.012
C: -0.632 -4.127 0.790  -0.373
N: -1.003 -2.882 1.034  -0.062
C: -2.320 -2.934 1.475  -0.158
C: -2.733 -4.222 1.501  -0.042
N: -1.653 -4.958 1.071  0.135
H: 1.167 -3.734 -0.229  0.020
H: 0.564 -5.368 -0.465  0.100
H: 1.327 -4.930 1.075  0.098
H: -2.871 -2.046 1.741  0.108
H: -3.670 -4.675 1.776  0.131
H: -1.625 -5.959 0.967  0.177
Br: 1.644 -2.753 -3.257  0.776
C: 0.370 -1.909 -4.364  -0.732
C: 0.649 -1.821 -5.721  -0.118
C: -0.273 -1.244 -6.579  -0.054
C: -1.476 -0.758 -6.089  -0.063
C: -1.756 -0.840 -4.735  -0.158
C: -0.829 -1.414 -3.874  -0.698
I: -1.410 -1.574 -1.879  1.168
H: 1.582 -2.216 -6.100  0.110
H: -0.050 -1.186 -7.637  0.120
H: -2.204 -0.320 -6.760  0.119
H: -2.695 -0.465 -4.350  0.099

=====

# 4
The following is a quantum chemistry calculation of an isolated molecule of C4H5NO in a non-equilibrium geometry, from the OMol25 dataset.

frontier orbital gap	10.4798	eV
ΔE to the lowest compared entry with this formula, charge and spin	203.3	kJ/mol
E	-285.3372	Ha
structure (SMILES)	Cc1ccno1
maximum force	1.9	eV/A

Last column: Löwdin charge in e.
Atoms and positions in Å:
C: 1.175 -1.195 -0.251  -0.005
C: 0.280 -0.029 -0.050  -0.371
C: -1.072 0.011 -0.094  -0.040
C: -1.370 1.306 0.432  -0.142
N: -0.282 1.982 0.676  0.064
O: 0.774 1.142 0.347  -0.001
H: 1.601 -1.437 0.727  0.095
H: 0.599 -2.069 -0.575  0.090
H: 1.980 -0.992 -0.956  0.086
H: -1.397 -0.476 -0.989  0.110
H: -2.311 1.746 0.748  0.112